Formula: C35H38FHoN3O3Si
Source: the Open Molecules 2025 dataset
Level of theory: ωB97M-V/def2-TZVPD

```
82
Properties=species:S:1:pos:R:3:forces:R:3:mulliken_spin:R:1
C 0.66194 2.10838 -2.13149 -1.6 0.6 -0.2 -0.001
C -0.48007 2.14436 -3.01473 0.2 0.2 1.6 -0.005
C -1.66933 1.99451 -2.21302 1.7 0.3 0.3 -0.006
H -0.45343 2.32403 -4.08241 -0.1 -0.3 0.1 0.000
C -1.26478 1.88754 -0.84370 0.6 0.6 -0.6 -0.005
C 0.17298 1.95531 -0.79760 -0.5 0.6 -0.2 -0.007
H 0.78381 1.98972 0.10481 -0.2 -0.1 -0.3 0.001
H 1.69155 2.24856 -2.43588 -0.1 -0.2 0.1 -0.001
H -2.66924 2.01406 -2.59576 -0.3 -0.1 -0.1 0.001
H -1.91851 1.81486 0.01126 0.0 0.0 0.0 0.000
Ho -0.36956 -0.20690 -1.87139 0.5 -0.3 -4.4 4.072
C -1.50124 -2.62976 -5.60061 -1.6 -0.7 -3.3 0.000
H -2.33422 -2.83383 -4.85944 0.9 0.7 -0.9 0.000
H -1.06269 -3.65582 -5.89785 -0.2 1.8 0.7 0.000
H -1.85912 -2.15921 -6.58526 -1.3 -1.6 0.7 0.000
Si -0.39757 -1.13236 -5.45919 -0.1 -0.4 3.1 -0.014
C 1.38803 -0.85865 -5.87174 -0.1 -0.7 -0.9 -0.002
C 1.99638 0.35694 -5.63073 0.8 0.1 -0.4 0.001
H 1.39930 1.23123 -5.35759 0.2 -0.2 -0.2 0.000
C 3.39372 0.46164 -5.76584 -0.1 -0.1 0.1 0.000
H 3.84946 1.43601 -5.59581 0.1 -0.2 0.0 0.000
C 4.17174 -0.65012 -6.10109 -1.1 0.3 0.3 0.000
H 5.23331 -0.55045 -6.20462 0.4 0.0 0.0 0.000
C 3.54979 -1.89431 -6.27600 -1.1 0.4 0.1 0.000
H 4.13040 -2.76249 -6.49879 0.4 -0.4 -0.1 0.000
C 2.15976 -2.01188 -6.15759 0.6 0.4 -0.4 0.001
H 1.66012 -2.99709 -6.28523 0.5 0.8 0.2 0.000
C -1.53031 0.38888 -6.07436 1.0 -1.4 -0.3 -0.003
C -1.08697 1.25863 -7.06622 -0.6 0.6 0.1 0.000
H -0.16221 1.04919 -7.61995 -0.4 0.1 0.3 0.000
C -1.83389 2.42098 -7.35367 -0.3 -0.9 0.8 0.000
H -1.46940 3.09392 -8.07888 0.3 0.7 -0.8 0.000
C -3.02754 2.69761 -6.68546 0.6 -1.1 0.7 0.000
H -3.58490 3.60296 -6.88830 0.0 -0.1 0.0 0.000
C -3.46252 1.78324 -5.69206 0.4 0.2 -0.7 0.001
H -4.36984 1.99966 -5.15390 -0.3 0.0 0.1 0.000
C -2.73266 0.62420 -5.40860 -0.3 1.2 -0.4 0.002
H -3.12390 -0.05259 -4.64958 0.2 0.0 0.0 0.000
H -0.49681 -0.44037 -4.05486 -0.6 0.7 0.9 -0.007
H 0.22419 -2.16305 -4.51557 1.3 -0.5 1.7 -0.002
F -3.34827 -0.95878 3.91434 1.2 0.0 0.2 0.000
C -1.97523 -0.96275 3.74150 -0.6 0.0 0.0 0.000
C -1.50883 -1.19754 2.48259 0.8 0.1 0.3 0.000
C -0.11231 -1.07840 2.24552 -0.4 0.2 0.4 -0.005
C 0.36108 -1.06607 0.89832 -0.9 0.2 -1.8 -0.008
O -0.56567 -1.13382 -0.03366 1.5 -1.2 3.0 -0.013
C 1.75757 -0.89379 0.64786 -0.2 -0.4 0.6 0.003
C 2.59544 -0.71818 1.73930 -1.0 -0.1 0.2 0.001
N 2.11821 -0.56016 3.00663 -0.6 -0.5 -1.0 0.001
C 2.97879 -0.18402 4.07490 0.4 -0.2 0.9 0.000
C 4.34648 0.33333 3.79364 0.4 -0.1 0.2 0.000
C 3.29068 1.26255 4.30339 -0.3 0.6 0.3 0.000
C 0.76010 -0.74034 3.28959 0.4 0.3 -0.6 0.000
C 0.26437 -0.52010 4.57272 -1.1 -0.2 0.5 0.003
C -1.11256 -0.65637 4.83152 0.4 0.0 -0.4 0.000
N -1.59241 -0.47055 6.13691 0.1 -0.1 0.3 0.000
C -1.12460 0.67697 6.89317 -0.1 0.2 -0.4 0.000
C -0.97610 0.32151 8.36169 0.4 0.2 -0.4 0.000
N -2.27099 -0.24045 8.80190 -0.8 0.0 0.9 0.000
C -2.78360 -1.40953 8.02636 0.1 -0.1 -0.2 0.000
C -2.88698 -0.97823 6.58713 0.2 0.5 -0.9 0.000
C 2.44005 -0.98995 -0.71944 -0.3 0.2 -1.7 0.001
O 3.61059 -1.31248 -0.74432 -0.3 0.2 0.4 0.001
O 1.70140 -0.70117 -1.77494 0.9 -0.5 2.0 -0.010
H -2.17128 -1.42244 1.65141 0.1 0.1 0.2 0.000
H 3.67734 -0.68240 1.61343 -0.5 0.0 -0.2 0.001
H 2.83762 -0.77863 4.98692 0.2 0.0 -0.6 0.000
H 5.10963 0.02750 4.50910 -0.1 0.1 -0.5 0.000
H 4.65758 0.46058 2.76044 0.1 0.0 0.4 0.000
H 2.87292 1.99811 3.60698 0.2 -0.3 0.3 0.000
H 3.35953 1.56482 5.35115 0.0 0.1 -0.4 0.000
H 0.93793 -0.25578 5.38279 -0.2 -0.1 -0.2 0.000
H -1.85134 1.51889 6.78811 0.3 -0.2 0.1 0.000
H -0.16634 1.01651 6.48698 -0.3 0.0 0.2 0.000
H -0.22781 -0.44427 8.53830 0.2 0.0 -0.1 0.000
H -0.75888 1.20163 8.97245 -0.1 -0.1 0.0 0.000
H -2.21541 -0.50828 9.78863 -0.2 0.3 0.0 0.000
H -2.97485 0.49241 8.68965 -0.1 0.1 0.4 0.000
H -3.75956 -1.68760 8.43029 0.1 0.1 0.0 0.000
H -2.07360 -2.21232 8.17781 0.1 -0.2 -0.1 0.000
H -3.64923 -0.16864 6.47719 0.1 -0.6 0.1 0.000
H -3.17723 -1.82930 5.97045 -0.1 0.2 0.2 0.000
```
Positions in Å, forces in eV/Å.

LUMO (spin up / spin down) in eV: -3.805 / -3.804
HOMO (spin up / spin down) in eV: -6.7 / -6.7
Orbital gap (spin up / spin down) in eV: 2.893 / 2.905
Charge: +1
⟨S²⟩: 6.004
Multiplicity: 5



Formula: C35H38FMnN3O3Si
Source: the Open Molecules 2025 dataset
Level of theory: ωB97M-V/def2-TZVPD

```
82
Properties=species:S:1:pos:R:3:forces:R:3:mulliken_spin:R:1
C -0.57250 -0.94655 -2.70811 1.4 -0.6 -0.2 -0.083
C 0.60828 -0.27281 -3.22858 -0.2 -1.0 -0.4 0.019
C 1.70768 -1.19454 -3.17787 -0.6 0.5 0.3 0.069
H 0.65140 0.73727 -3.65086 -0.1 -0.6 0.2 0.004
C 1.27869 -2.38388 -2.50795 -0.8 -0.1 -0.3 -0.008
C -0.15124 -2.27148 -2.25900 0.5 0.6 -0.6 0.041
H -0.80299 -3.03699 -1.82922 0.4 0.4 -0.2 0.004
H -1.59086 -0.55314 -2.74969 0.5 -0.1 0.4 -0.003
H 2.68372 -1.01872 -3.65841 -0.5 -0.1 0.7 -0.025
H 1.88716 -3.28091 -2.33109 -0.3 0.6 -0.1 0.003
Mn 0.74631 -0.72752 -1.02664 -0.8 1.3 1.1 3.073
C 4.09935 1.87370 -0.53447 -2.5 0.0 -0.3 0.218
H 3.57934 0.89901 -0.39231 0.6 0.5 -0.1 -0.018
H 3.35541 2.56255 -0.01249 1.3 -0.5 -0.6 0.010
H 3.92432 2.06862 -1.74942 0.9 -0.2 3.0 0.008
Si 4.09738 1.44635 -3.46164 0.8 0.3 0.2 0.514
C 4.86804 3.11279 -3.80501 -0.4 0.1 0.0 -0.003
C 4.32691 3.70358 -4.94550 0.3 0.3 0.3 0.045
H 3.49682 3.21841 -5.43880 0.1 0.0 -0.3 -0.013
C 4.80288 4.91946 -5.39604 -0.2 0.0 -0.1 -0.003
H 4.35845 5.33221 -6.28058 0.0 0.3 -0.3 -0.001
C 5.79259 5.59282 -4.69980 -0.3 -0.2 -0.1 0.018
H 6.13233 6.54391 -5.06326 0.2 0.3 0.0 0.002
C 6.28721 5.05111 -3.52479 0.0 -0.2 0.2 -0.009
H 7.00956 5.60769 -2.94859 0.1 0.0 0.1 0.000
C 5.83099 3.81840 -3.06864 -0.3 0.0 -0.4 0.016
H 6.18450 3.42862 -2.12281 0.1 -0.1 0.0 0.003
C 5.48500 0.22789 -3.79097 1.0 -0.8 0.2 0.061
C 6.61502 0.61944 -4.55446 -0.4 -0.1 -0.6 0.036
H 6.91642 1.66886 -4.58451 -0.4 -0.2 -0.3 0.001
C 7.32406 -0.30973 -5.33109 0.0 0.3 0.5 -0.004
H 8.06217 0.03618 -6.05709 -0.1 0.0 0.4 -0.002
C 7.06098 -1.66915 -5.20049 -0.4 0.1 -0.1 0.018
H 7.53723 -2.38831 -5.86817 -0.1 0.1 0.3 0.002
C 6.16403 -2.08588 -4.21772 0.0 0.2 0.4 -0.007
H 6.00262 -3.15190 -4.06418 0.1 0.2 0.1 0.000
C 5.44002 -1.14806 -3.45942 -0.2 0.0 -0.8 -0.016
H 4.81394 -1.48738 -2.63045 -0.2 0.0 -0.5 -0.003
H 2.91487 1.47742 -4.33942 0.0 -0.5 -0.4 0.101
H 5.08997 1.82583 -0.05876 -0.2 0.4 -0.7 -0.006
F -5.21535 -1.98121 0.16104 0.2 -0.2 0.4 -0.005
C -4.31592 -1.51864 1.09814 -0.6 0.5 0.8 -0.067
C -3.13267 -1.00869 0.64457 -0.4 -0.2 -0.6 0.341
C -2.25414 -0.42938 1.57071 1.3 0.4 0.2 -0.109
C -0.98696 0.04784 1.13338 -0.2 -0.3 0.0 0.145
O -0.76384 0.21172 -0.12546 0.3 -0.6 -0.7 0.052
C 0.01273 0.32492 2.10608 -0.5 0.7 1.1 -0.083
C -0.41693 0.56269 3.39773 1.0 -0.5 -0.7 0.175
N -1.69736 0.27645 3.81799 -0.1 -0.2 -1.2 0.019
C -2.14245 0.53716 5.12865 0.0 0.1 0.9 0.056
C -1.38631 1.47026 6.03023 0.5 -0.3 0.2 -0.003
C -2.69503 1.88232 5.47648 -1.0 0.5 -0.2 -0.009
C -2.60659 -0.30818 2.93094 -0.7 -0.1 0.4 -0.024
C -3.86172 -0.76440 3.35391 0.8 0.1 0.4 0.074
C -4.69590 -1.47156 2.45982 0.5 0.1 -2.1 0.097
N -5.86659 -2.08656 2.91521 -0.8 -0.9 0.9 0.021
C -6.76246 -1.28221 3.71538 0.2 0.0 -0.4 0.038
C -7.54592 -2.14572 4.69078 0.7 0.5 0.2 0.024
N -8.16707 -3.22956 3.89467 -1.0 -0.5 0.3 0.010
C -7.23777 -4.09570 3.12364 0.8 0.0 -0.2 0.010
C -6.48053 -3.17187 2.17322 0.3 0.2 0.1 0.030
C 1.45460 0.53610 1.66647 -0.8 -0.6 -0.9 -0.009
O 2.15141 1.26781 2.33904 0.6 0.0 0.1 0.004
O 1.80511 -0.11653 0.57919 0.0 0.2 0.6 0.017
H -2.85247 -1.05326 -0.40644 -0.1 0.1 0.3 0.069
H 0.25030 0.95712 4.16225 0.0 -0.3 -0.4 0.028
H -2.64166 -0.30321 5.61868 0.3 0.1 -0.2 -0.009
H -1.34562 1.20730 7.08356 0.2 0.0 -0.2 0.000
H -0.49715 1.93871 5.62298 -0.2 0.0 0.3 0.004
H -2.70334 2.65144 4.70674 0.0 -0.2 0.1 0.000
H -3.55186 1.87512 6.14079 0.0 0.2 0.0 0.001
H -4.16901 -0.61890 4.38640 0.1 -0.2 -0.2 0.087
H -7.46918 -0.71904 3.06920 -0.1 0.0 0.1 -0.010
H -6.16595 -0.54746 4.26152 -0.3 -0.1 -0.1 -0.007
H -6.90835 -2.60863 5.44899 0.0 0.1 -0.2 -0.009
H -8.33992 -1.57110 5.17289 0.0 -0.2 0.0 0.005
H -8.74856 -3.81335 4.50474 -0.1 0.3 -0.3 0.000
H -8.74088 -2.76174 3.18884 -0.4 -0.1 0.1 -0.008
H -7.83638 -4.83266 2.57877 0.0 0.1 0.1 -0.005
H -6.58403 -4.60817 3.83707 -0.1 0.2 -0.2 0.003
H -7.19400 -2.78388 1.41806 0.1 -0.2 0.0 -0.009
H -5.71226 -3.76049 1.65146 -0.3 0.3 0.2 -0.006
```
Positions in Å, forces in eV/Å.

LUMO (spin up / spin down) in eV: -1.407 / -1.448
HOMO (spin up / spin down) in eV: -4.0 / -6.1
Orbital gap (spin up / spin down) in eV: 2.617 / 4.633
⟨S²⟩: 8.827
Multiplicity: 6